[1]
ORCA calculation (the ωB97M-V functional and the def2-TZVPD basis) on a 10-piece molecular cluster, C40H60O30 overall.

Geometry (Å):
C (-0.221, 4.998, 3.663)
C (-0.252, 4.147, 4.903)
C (-1.659, 4.081, 5.473)
O (-2.020, 2.702, 5.562)
C (-0.984, 1.973, 5.169)
O (-0.872, 0.804, 5.241)
O (0.000, 2.748, 4.612)
H (0.792, 5.089, 3.261)
H (-0.776, 5.929, 3.648)
H (-0.609, 4.386, 2.835)
H (0.521, 4.486, 5.592)
H (-2.434, 4.614, 4.923)
H (-1.716, 4.430, 6.510)
C (-4.632, -5.258, 0.496)
C (-5.946, -4.567, 0.878)
C (-7.155, -5.527, 0.966)
O (-7.708, -5.177, 2.221)
C (-6.921, -4.329, 2.927)
O (-7.218, -3.832, 3.964)
O (-5.794, -4.071, 2.207)
H (-4.414, -6.166, 1.052)
H (-3.885, -4.465, 0.508)
H (-4.727, -5.547, -0.558)
H (-6.061, -3.789, 0.119)
H (-6.733, -6.538, 0.932)
H (-7.911, -5.410, 0.193)
C (-2.638, -0.290, -3.999)
C (-3.809, -1.250, -4.102)
C (-4.615, -1.444, -2.797)
O (-5.907, -1.771, -3.382)
C (-5.978, -1.367, -4.671)
O (-6.901, -1.497, -5.402)
O (-4.796, -0.832, -5.021)
H (-2.072, -0.442, -3.082)
H (-2.907, 0.768, -3.978)
H (-2.065, -0.369, -4.925)
H (-3.402, -2.184, -4.505)
H (-4.695, -0.568, -2.160)
H (-4.183, -2.313, -2.314)
C (1.501, 9.166, -0.781)
C (1.031, 7.860, -1.412)
C (2.172, 7.075, -2.040)
O (2.256, 5.909, -1.168)
C (1.366, 6.019, -0.175)
O (1.216, 5.234, 0.700)
O (0.489, 7.016, -0.403)
H (1.983, 9.866, -1.455)
H (2.159, 8.882, 0.046)
H (0.652, 9.640, -0.286)
H (0.225, 8.053, -2.122)
H (3.147, 7.558, -1.980)
H (2.105, 6.765, -3.081)
C (-0.237, 4.364, -3.569)
C (-0.786, 3.780, -2.267)
C (-1.629, 4.749, -1.440)
O (-2.814, 3.989, -1.128)
C (-2.864, 2.844, -1.853)
O (-3.727, 2.051, -1.694)
O (-1.728, 2.739, -2.594)
H (0.690, 4.881, -3.324)
H (-0.943, 5.036, -4.049)
H (-0.019, 3.513, -4.212)
H (-0.007, 3.307, -1.668)
H (-2.005, 5.631, -1.958)
H (-1.198, 4.896, -0.451)
C (-0.024, -5.072, 0.824)
C (-0.132, -6.557, 0.566)
C (1.230, -7.250, 0.389)
O (1.082, -8.406, 1.211)
C (-0.015, -8.333, 1.974)
O (-0.379, -9.183, 2.702)
O (-0.725, -7.221, 1.685)
H (-0.974, -4.547, 0.848)
H (0.537, -4.645, -0.014)
H (0.626, -4.843, 1.669)
H (-0.768, -6.765, -0.296)
H (2.079, -6.651, 0.725)
H (1.459, -7.551, -0.632)
C (3.771, -4.821, -3.573)
C (3.261, -3.431, -3.147)
C (2.326, -3.513, -1.915)
O (2.997, -2.780, -0.918)
C (4.076, -2.134, -1.413)
O (4.510, -1.104, -1.014)
O (4.329, -2.628, -2.644)
H (4.338, -4.871, -4.496)
H (2.895, -5.465, -3.526)
H (4.463, -5.057, -2.759)
H (2.852, -2.927, -4.022)
H (2.326, -4.555, -1.604)
H (1.360, -3.098, -2.192)
C (2.758, 1.705, -1.872)
C (3.462, 2.730, -0.998)
C (4.671, 2.214, -0.294)
O (5.593, 3.290, -0.294)
C (5.247, 4.110, -1.320)
O (5.787, 5.114, -1.594)
O (4.010, 3.747, -1.852)
H (3.130, 1.677, -2.895)
H (1.687, 1.868, -2.040)
H (2.787, 0.746, -1.348)
H (2.720, 3.114, -0.291)
H (5.047, 1.297, -0.749)
H (4.355, 2.060, 0.740)
C (0.099, 1.529, 0.807)
C (-0.122, 0.309, -0.052)
C (0.720, -0.928, 0.298)
O (-0.211, -1.975, 0.131)
C (-1.416, -1.518, -0.232)
O (-2.360, -2.171, -0.522)
O (-1.471, -0.154, -0.047)
H (-0.618, 2.345, 0.722)
H (1.050, 2.016, 0.561)
H (0.228, 1.233, 1.851)
H (0.112, 0.563, -1.093)
H (1.214, -0.845, 1.263)
H (1.470, -0.913, -0.489)
C (3.688, -0.274, 4.228)
C (3.696, -1.794, 4.488)
C (2.302, -2.411, 4.341)
O (2.267, -2.787, 2.975)
C (3.541, -2.946, 2.511)
O (3.768, -3.585, 1.561)
O (4.382, -2.328, 3.334)
H (3.569, 0.386, 5.081)
H (2.962, -0.082, 3.433)
H (4.640, -0.031, 3.747)
H (4.258, -1.933, 5.407)
H (1.550, -1.652, 4.498)
H (2.199, -3.289, 4.983)

Multiplicity: 1
SMILES: C[C@H]1COC(=O)O1.C[C@H]1COC(=O)O1.C[C@H]1COC(=O)O1.C[C@H]1COC(=O)O1.C[C@H]1COC(=O)O1.C[C@H]1COC(=O)O1.C[C@H]1COC(=O)O1.C[C@H]1COC(=O)O1.C[C@H]1COC(=O)O1.C[C@H]1COC(=O)O1
HOMO energy in eV: -10.6
Orbital gap in hartree: 0.38690
E_LUMO in eV: -0.087

***

[2]
ORCA calculation (the ωB97M-V functional and the def2-TZVPD basis) on C39H54IrN8O3PSSbSe4 as an isolated structure.

Geometry (Å):
Ir (0.124, -1.173, 1.048)
Se (3.663, 6.038, -0.008)
Sb (1.906, 4.893, -1.205)
Se (1.774, 2.308, 0.533)
Se (-0.254, 1.365, 0.822)
Se (2.831, 3.830, -3.203)
O (0.643, -1.376, 3.070)
N (-0.501, -2.066, 2.656)
C (-1.740, -2.116, 3.363)
C (-2.148, -3.360, 3.853)
N (-2.502, -4.397, 4.245)
C (-2.696, -1.115, 3.124)
N (-3.508, -0.314, 2.914)
O (-1.379, -1.564, -0.390)
P (-2.111, -2.025, -1.596)
N (-1.134, -2.701, -2.727)
C (-1.577, -3.132, -4.042)
C (-0.375, -3.928, -4.535)
C (0.810, -3.096, -4.030)
C (0.309, -2.407, -2.746)
N (-3.029, -0.772, -2.105)
C (-3.201, 0.444, -1.275)
C (-4.197, 1.266, -2.084)
C (-5.048, 0.208, -2.786)
C (-4.004, -0.829, -3.190)
N (-3.179, -3.259, -1.304)
C (-2.653, -4.629, -1.126)
C (-3.728, -5.321, -0.298)
C (-4.198, -4.207, 0.635)
C (-4.199, -2.968, -0.263)
H (-1.772, -2.279, -4.709)
H (-2.494, -3.721, -3.970)
H (-0.373, -4.070, -5.617)
H (-0.381, -4.910, -4.056)
H (1.098, -2.348, -4.775)
H (1.693, -3.708, -3.842)
H (0.493, -1.335, -2.762)
H (0.772, -2.809, -1.846)
H (-2.254, 0.962, -1.146)
H (-3.590, 0.188, -0.286)
H (-3.652, 1.860, -2.823)
H (-4.776, 1.940, -1.454)
H (-5.608, 0.591, -3.640)
H (-5.755, -0.235, -2.078)
H (-3.539, -0.540, -4.142)
H (-4.412, -1.838, -3.299)
H (-1.699, -4.634, -0.587)
H (-2.480, -5.104, -2.093)
H (-3.332, -6.184, 0.237)
H (-4.547, -5.656, -0.942)
H (-3.486, -4.079, 1.453)
H (-5.178, -4.396, 1.072)
H (-3.937, -2.076, 0.311)
H (-5.173, -2.801, -0.733)
C (1.012, -4.507, 3.534)
C (1.061, -4.084, 2.059)
C (2.451, -3.499, 1.788)
C (-0.059, -3.080, 1.721)
C (0.764, -5.259, 1.123)
C (1.317, -5.320, -0.156)
C (0.950, -6.312, -1.056)
C (0.017, -7.272, -0.698)
C (-0.547, -7.223, 0.570)
C (-0.183, -6.227, 1.465)
H (1.267, -3.645, 4.150)
H (1.739, -5.305, 3.719)
H (0.029, -4.854, 3.845)
H (2.643, -2.711, 2.515)
H (2.516, -3.046, 0.800)
H (3.221, -4.272, 1.880)
H (-0.947, -3.570, 1.321)
H (2.037, -4.574, -0.464)
H (1.396, -6.328, -2.045)
H (-0.274, -8.045, -1.400)
H (-1.288, -7.957, 0.865)
H (-0.671, -6.187, 2.431)
C (-0.606, 4.152, -4.422)
N (-0.366, 2.962, -5.215)
C (-0.150, 2.912, -6.579)
C (0.092, 1.629, -6.910)
N (0.013, 0.904, -5.733)
C (-0.247, 1.723, -4.669)
S (-0.361, 1.293, -3.067)
H (-0.450, 5.025, -5.051)
H (0.109, 4.171, -3.600)
H (-1.622, 4.144, -4.023)
H (-0.173, 3.798, -7.187)
H (0.317, 1.180, -7.859)
H (0.207, -0.071, -5.598)
C (7.569, 1.935, -2.083)
C (6.351, 1.263, -1.514)
C (6.185, 1.114, -0.146)
C (5.024, 0.576, 0.390)
C (4.874, 0.541, 1.889)
C (3.998, 0.154, -0.478)
C (2.750, -0.295, 0.157)
O (1.777, -0.830, -0.404)
C (4.166, 0.270, -1.870)
C (3.095, -0.107, -2.844)
C (5.340, 0.822, -2.355)
H (8.278, 2.197, -1.298)
H (7.281, 2.852, -2.602)
H (8.076, 1.290, -2.805)
H (6.958, 1.472, 0.526)
H (5.784, 0.909, 2.361)
H (4.678, -0.464, 2.268)
H (4.045, 1.182, 2.203)
H (2.744, -0.262, 1.247)
H (2.854, -1.165, -2.775)
H (3.418, 0.129, -3.859)
H (2.185, 0.463, -2.642)
H (5.439, 0.967, -3.425)

Net charge: -2
Multiplicity: 2
HOMO energy (spin up / spin down) in eV: -1.7 / -1.6
Orbital gap (spin up / spin down) in hartree: 0.18975 / 0.18879
E_LUMO (spin up / spin down) in eV: 3.501 / 3.501

***

[3]
ORCA calculation (the ωB97M-V functional and the def2-TZVPD basis) on one molecule with the formula C5H9NO.

Geometry (Å):
C (0.053, -2.404, 0.946)
C (0.336, 2.127, 0.310)
C (0.027, -0.931, 0.642)
C (-0.122, 1.015, -0.549)
C (-0.832, 0.980, -1.670)
O (-0.973, -0.220, 0.936)
N (0.903, -0.359, -0.176)
H (1.475, -0.943, -0.773)
H (1.056, -2.815, 0.841)
H (-0.622, -2.922, 0.263)
H (-0.305, -2.569, 1.962)
H (-0.499, 2.812, 0.464)
H (1.119, 2.675, -0.222)
H (0.722, 1.771, 1.261)
H (-1.858, 1.321, -1.685)
H (-0.481, 0.461, -2.549)

Multiplicity: 1
SMILES: C=C(C)NC(C)=O
HOMO energy in eV: -8.1
Orbital gap in hartree: 0.33201
E_LUMO in eV: 0.933

***

Maximum force across the listed records, respectively: 2.992 0.673 3.268 eV Å⁻¹.
Relative energy (zero: lowest compared OMol25 entry of this formula, charge and spin) across the listed records, respectively: 2.796 0.000 3.453 eV.